A 6-piece molecular cluster, C54H78N9O5 overall. Source: OMol25; level of theory: ωB97M-V with the def2-TZVPD basis set.

Each line ends with the Mulliken charge.
Element x y z (Å)
N (-12.886, -9.641, -2.708)  0.963
O (-12.183, -10.142, -3.575)  -0.623
O (-14.005, -10.092, -2.385)  -0.700
O (-12.366, -8.712, -2.144)  -0.631
C (-9.632, -2.142, 1.716)  -1.795
C (-9.852, -3.644, 1.763)  1.602
C (-8.435, -4.316, 1.864)  -1.337
C (-8.417, -5.756, 2.309)  -0.582
C (-9.048, -5.774, 3.755)  -1.269
C (-10.563, -5.310, 3.761)  1.359
N (-10.592, -4.004, 3.091)  0.647
O (-11.687, -3.192, 3.327)  -0.254
C (-11.194, -5.247, 5.136)  -1.747
C (-11.445, -6.215, 2.857)  -1.565
C (-10.710, -4.064, 0.583)  -1.621
H (-8.900, -1.740, 2.417)  0.410
H (-10.564, -1.593, 1.852)  0.464
H (-9.174, -1.837, 0.774)  0.458
H (-7.779, -3.795, 2.562)  0.469
H (-7.896, -4.160, 0.930)  0.496
H (-7.366, -6.025, 2.202)  0.427
H (-9.010, -6.278, 1.558)  0.278
H (-8.479, -5.180, 4.469)  0.475
H (-8.949, -6.754, 4.222)  0.463
H (-10.762, -4.501, 5.803)  0.437
H (-11.128, -6.190, 5.678)  0.413
H (-12.212, -4.859, 5.127)  0.426
H (-11.648, -7.149, 3.380)  0.409
H (-11.199, -6.503, 1.835)  0.330
H (-12.466, -5.837, 2.794)  0.442
H (-11.746, -4.014, 0.921)  0.442
H (-10.700, -5.119, 0.310)  0.335
H (-10.697, -3.423, -0.298)  0.387
C (-15.352, -17.959, -5.796)  -1.477
C (-14.287, -16.987, -5.130)  0.855
C (-14.839, -16.645, -3.735)  -1.157
C (-13.823, -15.862, -2.895)  -0.783
C (-12.517, -16.694, -2.771)  -1.219
C (-11.825, -17.146, -4.093)  1.147
N (-12.925, -17.667, -5.067)  0.749
O (-12.537, -18.435, -6.141)  -0.210
C (-10.949, -18.367, -3.709)  -1.628
C (-11.063, -15.892, -4.650)  -1.383
C (-14.207, -15.638, -6.026)  -1.416
H (-15.049, -18.262, -6.798)  0.426
H (-16.259, -17.355, -5.797)  0.424
H (-15.479, -18.809, -5.126)  0.421
H (-14.958, -17.572, -3.174)  0.421
H (-15.864, -16.279, -3.792)  0.505
H (-14.293, -15.681, -1.928)  0.417
H (-13.713, -14.812, -3.169)  0.426
H (-12.706, -17.580, -2.165)  0.453
H (-11.803, -16.187, -2.122)  0.482
H (-10.324, -18.738, -4.521)  0.422
H (-11.584, -19.209, -3.434)  0.456
H (-10.229, -18.132, -2.925)  0.398
H (-10.192, -15.658, -4.038)  0.409
H (-11.736, -15.038, -4.576)  0.308
H (-10.811, -16.100, -5.690)  0.377
H (-15.248, -15.432, -6.276)  0.432
H (-13.752, -15.862, -6.991)  0.430
H (-13.771, -14.738, -5.593)  0.316
C (-16.629, -5.962, -2.636)  -0.989
N (-17.581, -6.581, -1.686)  0.086
C (-18.351, -7.655, -2.100)  -0.368
C (-19.311, -8.182, -1.280)  -0.736
C (-19.552, -7.558, -0.049)  1.286
C (-18.723, -6.522, 0.348)  -0.779
C (-17.733, -5.981, -0.514)  -0.339
C (-20.561, -8.204, 0.833)  1.310
C (-21.620, -8.876, 0.257)  -0.824
C (-22.639, -9.442, 1.059)  -0.475
N (-22.594, -9.211, 2.434)  0.070
C (-21.639, -8.436, 2.997)  -0.420
C (-20.599, -8.002, 2.245)  -0.713
C (-23.568, -9.925, 3.302)  -0.916
H (-15.674, -5.821, -2.131)  0.407
H (-17.118, -5.054, -2.991)  0.388
H (-16.445, -6.668, -3.445)  0.303
H (-18.130, -8.028, -3.090)  0.399
H (-19.892, -9.001, -1.677)  0.387
H (-18.850, -6.007, 1.289)  0.492
H (-17.028, -5.214, -0.231)  0.455
H (-21.739, -8.929, -0.815)  0.474
H (-23.375, -10.085, 0.599)  0.474
H (-21.758, -8.304, 4.062)  0.471
H (-19.810, -7.351, 2.589)  0.456
H (-23.138, -10.837, 3.715)  0.357
H (-24.457, -10.296, 2.793)  0.360
H (-23.818, -9.238, 4.111)  0.382
C (-15.173, -4.218, -11.052)  -0.891
N (-14.018, -4.474, -10.252)  0.047
C (-13.312, -3.407, -9.788)  -0.449
C (-12.357, -3.621, -8.860)  -0.693
C (-11.892, -4.931, -8.507)  0.883
C (-12.438, -5.983, -9.254)  -0.787
C (-13.586, -5.743, -10.042)  0.059
C (-10.817, -5.088, -7.564)  0.831
C (-10.882, -6.162, -6.662)  -0.993
C (-9.895, -6.377, -5.723)  -0.244
N (-8.928, -5.473, -5.622)  0.102
C (-8.813, -4.349, -6.348)  -0.162
C (-9.724, -4.139, -7.367)  -0.794
C (-8.012, -5.555, -4.469)  -0.979
H (-15.801, -3.453, -10.595)  0.388
H (-15.701, -5.172, -11.073)  0.321
H (-14.905, -3.899, -12.059)  0.352
H (-13.785, -2.455, -9.979)  0.401
H (-11.817, -2.851, -8.328)  0.524
H (-12.183, -7.030, -9.171)  0.494
H (-14.089, -6.484, -10.646)  0.459
H (-11.757, -6.788, -6.562)  0.509
H (-9.912, -7.147, -4.966)  0.546
H (-8.019, -3.664, -6.090)  0.473
H (-9.652, -3.229, -7.944)  0.536
H (-7.845, -4.549, -4.085)  0.405
H (-7.048, -6.004, -4.709)  0.323
H (-8.458, -6.198, -3.710)  0.334
C (-16.578, -11.134, 2.832)  -0.974
N (-17.803, -11.959, 2.814)  0.015
C (-18.136, -12.612, 1.663)  -0.355
C (-19.370, -13.358, 1.688)  -0.862
C (-20.182, -13.359, 2.870)  1.222
C (-19.768, -12.652, 4.000)  -0.624
C (-18.561, -11.991, 3.890)  -0.538
C (-21.427, -14.230, 2.950)  1.089
C (-22.144, -14.514, 1.788)  -0.697
C (-23.231, -15.396, 1.745)  -0.365
N (-23.575, -15.998, 2.928)  -0.029
C (-23.001, -15.668, 4.072)  -0.319
C (-21.854, -14.794, 4.184)  -0.804
C (-24.773, -16.883, 3.001)  -0.854
H (-16.991, -10.126, 2.792)  0.403
H (-16.026, -11.210, 1.896)  0.332
H (-15.971, -11.460, 3.677)  0.379
H (-17.423, -12.562, 0.854)  0.530
H (-19.633, -13.898, 0.791)  0.469
H (-20.328, -12.662, 4.924)  0.540
H (-18.265, -11.334, 4.694)  0.491
H (-21.859, -14.100, 0.832)  0.395
H (-23.844, -15.508, 0.862)  0.448
H (-23.369, -16.268, 4.891)  0.441
H (-21.239, -14.698, 5.067)  0.588
H (-25.575, -16.350, 3.511)  0.386
H (-24.526, -17.723, 3.651)  0.381
H (-24.959, -17.189, 1.972)  0.308

HOMO (Ha): -0.6526
LUMO energy (eV): -15.05
Net charge: +7
Orbital gap (Eh): 0.0997

C16H32O2OsP2 as an isolated structure. Source: OMol25; level of theory: ωB97M-V with the def2-TZVPD basis set.

Each line ends with the Löwdin spin population.
Element x y z (Å)
P (0.397, -2.681, 1.508)  0.063
P (-0.300, 2.980, 1.754)  0.027
C (-1.214, 0.774, -0.024)  0.521
C (-0.375, 1.967, 0.165)  0.160
H (-2.225, 0.567, -0.608)  0.020
H (-0.909, -0.904, -1.136)  0.016
H (0.766, 1.801, 0.017)  0.042
H (-0.543, 2.779, -0.484)  0.016
C (-2.070, 3.508, 1.962)  0.008
H (-2.197, 4.105, 2.897)  0.001
H (-2.713, 2.606, 1.947)  0.003
H (-2.220, 4.120, 1.051)  0.001
C (1.179, 3.958, 1.834)  0.004
H (1.107, 4.521, 0.892)  0.000
H (2.112, 3.322, 1.862)  0.001
H (1.270, 4.644, 2.730)  0.001
C (-0.918, -3.870, 1.492)  0.009
H (-0.805, -4.604, 2.319)  0.002
H (-0.981, -4.416, 0.526)  0.000
H (-1.949, -3.453, 1.593)  0.000
C (1.973, -3.408, 1.260)  0.008
H (2.804, -2.760, 1.522)  0.003
H (2.247, -3.640, 0.224)  0.000
H (2.063, -4.336, 1.836)  0.000
Os (0.360, -0.376, -0.267)  2.196
C (0.606, 1.249, -2.313)  0.095
C (-0.761, 1.231, -2.228)  0.117
C (-1.661, 0.380, -3.160)  0.015
C (-1.058, -0.989, -3.364)  0.018
C (-0.331, -1.542, -2.147)  0.135
C (1.052, -1.322, -1.766)  0.271
C (1.989, -0.711, -2.796)  0.060
C (1.570, 0.664, -3.273)  0.021
C (0.690, -2.426, 3.216)  0.013
H (1.139, 2.059, -1.748)  0.006
H (-1.238, 2.248, -2.020)  0.015
H (-1.917, 0.844, -4.122)  0.004
H (-2.662, 0.354, -2.735)  0.002
H (-1.891, -1.673, -3.481)  0.002
H (-0.152, -1.054, -4.015)  0.002
H (-1.003, -2.093, -1.552)  0.010
H (1.437, -1.993, -0.981)  0.061
H (1.988, -1.491, -3.580)  0.010
H (2.992, -0.585, -2.358)  0.002
H (2.472, 1.259, -3.427)  0.002
H (0.989, 0.608, -4.167)  0.002
H (1.250, -1.587, 3.045)  0.005
H (1.079, -3.074, 3.955)  0.002
H (-0.241, -2.076, 3.529)  0.001
O (-1.336, 1.450, 4.807)  0.002
C (-0.876, 1.074, 3.742)  0.007
O (0.022, 1.940, 2.917)  0.011
H (-1.007, 0.050, 3.153)  0.007

HOMO (alpha / beta) (Ha): -0.4635 / -0.5439
LUMO energy (alpha / beta) (eV): -6.61 / -7.64
Net charge: +2
⟨S²⟩: 6.0251
Orbital gap (alpha / beta) (Eh): 0.2207 / 0.2631
2S+1: 5

A 12-piece molecular cluster, H23O12 overall. Source: OMol25; level of theory: ωB97M-V with the def2-TZVPD basis set.

Each line ends with the Mulliken charge.
Element x y z (Å)
O (-0.631, -0.450, -0.169)  -0.245
H (0.228, -0.031, -0.015)  -0.203
O (-2.725, 0.589, 0.996)  -0.727
H (-1.875, 0.173, 0.663)  0.204
H (-2.369, 0.713, 1.887)  0.339
O (-0.666, -1.378, 2.303)  -0.676
H (-0.948, -0.659, 2.901)  0.275
H (-0.617, -1.008, 1.429)  0.324
O (-1.645, 2.918, -0.130)  -0.645
H (-2.346, 3.032, 0.482)  0.293
H (-1.647, 1.944, -0.324)  0.349
O (-1.638, 0.436, -2.405)  -0.781
H (-2.367, 1.041, -2.220)  0.308
H (-1.262, 0.044, -1.596)  0.452
O (1.978, -2.441, 1.520)  -0.762
H (1.186, -1.902, 1.481)  0.341
H (2.424, -2.140, 2.373)  0.285
O (1.988, 0.463, 2.451)  -0.593
H (2.945, 0.438, 2.417)  0.299
H (1.752, 0.915, 1.628)  0.270
O (1.472, 2.191, 0.110)  -0.626
H (2.411, 2.124, -0.031)  0.281
H (1.390, 3.124, 0.219)  0.256
O (0.551, 2.244, -2.579)  -0.665
H (0.808, 2.148, -1.697)  0.355
H (-0.099, 1.573, -2.789)  0.411
O (2.722, -1.113, -0.699)  -0.617
H (2.653, -1.641, 0.129)  0.387
H (3.082, -0.250, -0.427)  0.226
O (0.251, -2.324, -1.926)  -0.713
H (-0.501, -2.399, -2.516)  0.356
H (-0.046, -1.615, -1.345)  0.232
O (-2.543, -2.187, -0.630)  -0.696
H (-1.774, -1.619, -0.469)  0.370
H (-2.144, -2.952, -1.022)  0.335

HOMO (Ha): -0.2461
LUMO energy (eV): 2.25
Net charge: -1
Orbital gap (Eh): 0.3287

no.,maximum force (Eh/bohr)
1,0.1821
2,0.0993
3,0.0536